This record from the OMol25 dataset describes a structure of composition C40H45Cl2N10O5PS3Zr. The level of theory is wB97M-V/def2-TZVPD.

Summary:
expectation value of S²: 0.79
E_LUMO (alpha / beta): -2.327 / -2.632 eV
charge: +1
E: -4978.472054 hartree
HOMO (alpha / beta): -8.346 / -9.260 eV
Kohn-Sham gap (alpha / beta): 0.2212 / 0.2436 Ha
2S+1: 2

Each line ends with the Mulliken spin population.
Geometry (Å):
Zr -0.856 -0.923 0.225  0.036
C 2.692 -2.747 0.637  0.000
O 1.781 -1.722 1.035  0.004
C 2.203 -0.888 2.041  0.030
C 3.515 -0.777 2.457  -0.024
C 3.829 0.082 3.510  0.041
C 2.820 0.786 4.142  -0.024
C 1.501 0.668 3.718  0.059
C 1.174 -0.148 2.636  -0.030
N -0.111 -0.324 2.143  0.065
N -0.963 0.645 2.648  0.403
C -2.219 0.268 2.931  0.061
C -2.760 -0.975 2.561  0.155
O -2.219 -1.624 1.536  0.136
C -3.882 -1.505 3.227  -0.077
C -4.580 -0.727 4.102  0.183
C -4.206 0.635 4.331  -0.031
C -4.987 1.476 5.150  0.040
C -4.629 2.782 5.361  -0.031
C -3.466 3.292 4.761  0.041
C -2.682 2.490 3.972  -0.033
C -3.037 1.149 3.738  -0.050
H 3.053 -3.281 1.517  0.000
H 3.535 -2.324 0.088  0.000
H 2.143 -3.433 0.001  0.000
H 4.296 -1.351 1.980  -0.001
H 4.854 0.163 3.844  0.002
H 3.047 1.417 4.992  -0.001
H 0.707 1.187 4.237  -0.005
H -4.191 -2.516 2.994  0.004
H -5.448 -1.122 4.614  0.012
H -5.881 1.071 5.609  0.001
H -5.240 3.418 5.987  -0.001
H -3.191 4.326 4.924  0.002
H -1.785 2.879 3.509  0.004
C -7.046 -0.147 -2.490  0.000
C -5.709 0.482 -2.192  0.000
O -4.683 -0.549 -2.193  -0.001
P -3.908 -0.875 -0.849  0.004
S -2.684 -2.388 -1.304  0.000
S -2.971 0.737 -0.135  0.016
O -5.010 -1.263 0.210  -0.001
C -5.647 -2.562 0.223  0.001
C -6.876 -2.459 1.088  -0.001
H -7.812 0.627 -2.548  0.000
H -7.330 -0.849 -1.706  0.000
H -7.023 -0.679 -3.441  0.000
H -5.715 0.999 -1.231  0.000
H -5.413 1.197 -2.959  0.000
H -4.922 -3.277 0.614  0.001
H -5.896 -2.853 -0.801  0.000
H -6.610 -2.134 2.094  0.000
H -7.368 -3.430 1.152  0.000
H -7.586 -1.742 0.676  0.000
S -1.394 0.489 -4.886  0.000
C -1.187 1.888 -3.923  0.000
C -0.949 1.525 -2.641  -0.001
N -0.917 0.169 -2.407  -0.001
C -1.142 -0.479 -3.515  0.000
H -1.268 2.881 -4.329  0.000
H -0.804 2.205 -1.817  0.001
H -1.182 -1.556 -3.572  0.000
C 6.156 4.726 -1.445  0.000
C 5.961 3.398 -2.128  0.000
C 7.032 2.518 -2.287  0.000
C 6.875 1.305 -2.926  0.000
C 5.638 0.944 -3.460  0.000
N 5.541 -0.281 -4.162  0.000
C 4.570 -1.254 -4.093  0.000
O 4.584 -2.223 -4.823  0.000
N 3.611 -1.051 -3.121  0.000
C 2.519 -1.876 -2.852  -0.002
C 2.238 -3.097 -3.460  0.002
C 1.117 -3.783 -3.021  -0.002
C 0.312 -3.258 -2.027  0.003
N 0.569 -2.076 -1.456  -0.002
C 1.650 -1.417 -1.870  -0.003
C 4.568 1.820 -3.331  0.000
C 4.731 3.021 -2.648  0.000
H 6.941 5.305 -1.933  0.000
H 6.469 4.610 -0.403  0.000
H 5.243 5.320 -1.462  0.000
H 8.008 2.787 -1.898  0.000
H 7.714 0.626 -3.024  0.000
H 6.309 -0.553 -4.754  0.000
H 3.712 -0.243 -2.526  0.000
H 2.885 -3.489 -4.228  0.000
H 0.864 -4.744 -3.447  0.000
H -0.563 -3.788 -1.683  0.000
H 1.852 -0.471 -1.396  0.004
H 3.615 1.588 -3.791  0.000
H 3.884 3.690 -2.556  0.000
Cl 0.597 -6.241 -0.197  0.000
C -0.759 -5.463 0.619  0.000
Cl -0.325 -3.898 1.332  0.000
H -1.081 -6.096 1.437  0.000
H -1.561 -5.297 -0.093  0.000
N 3.604 4.018 1.076  0.001
C 2.531 3.228 1.035  0.000
N 1.536 3.408 1.916  0.000
N 2.497 2.324 0.053  0.001
C 1.456 1.559 -0.004  0.001
N 0.554 0.843 -0.155  0.002
H 3.750 4.697 1.800  0.000
H 4.309 3.881 0.370  0.000
H 1.661 4.018 2.706  0.000
H 0.862 2.662 2.040  0.005